C36H34BNO7P | ωB97M-V with the def2-TZVPD basis set

Geometry as XYZ:
```
80
Properties=species:S:1:pos:R:3:mulliken_charge:R:1
C -2.5102 1.4510 4.4098 -1.250
C -3.4653 0.3044 4.0462 -0.415
C -2.9302 -1.0693 4.4774 -1.040
C -2.2653 -1.8813 3.3574 -0.350
C -3.2664 -2.7365 2.5584 -0.347
C -2.7215 -4.0950 2.1327 -1.160
C -1.9277 -4.1630 0.8259 -0.529
B -2.7364 -3.8496 -0.4913 0.044
C -4.2272 -4.2854 -0.6881 0.645
O -4.4343 -5.2072 -1.5043 -0.707
O -5.0469 -3.6208 -0.0002 -0.651
P -1.8934 -3.0111 -2.0192 -0.343
N -0.4066 -2.2697 -1.4541 -0.159
O -2.7931 -1.6256 -2.2510 -0.384
H -2.6116 2.3065 3.7484 0.311
H -1.4775 1.1078 4.3767 0.333
H -2.7019 1.7989 5.4229 0.355
H -4.4119 0.4841 4.5519 0.379
H -3.6547 0.3164 2.9747 0.280
H -3.7490 -1.6506 4.9005 0.433
H -2.2226 -0.9105 5.2933 0.416
H -1.4979 -2.5131 3.7997 0.471
H -1.7823 -1.1667 2.6872 0.091
H -3.6526 -2.1844 1.7053 0.205
H -4.1320 -2.9194 3.1945 0.534
H -3.5479 -4.7989 2.0658 0.339
H -2.0781 -4.4533 2.9421 0.521
H -0.9907 -3.6041 0.9095 0.110
H -1.6195 -5.2115 0.7160 0.311
H -0.5486 -1.4257 -0.9113 0.149
H 0.0968 -2.9372 -0.8796 0.144
H -3.4219 -1.5180 -1.5285 0.322
C 4.5746 -1.2781 -3.7986 -0.438
C 3.3511 -1.6252 -3.2364 -0.557
C 3.2828 -2.0165 -1.9108 -0.889
C 4.4382 -2.0705 -1.1432 0.227
C 5.6708 -1.7354 -1.7119 0.543
C 5.7316 -1.3334 -3.0399 -0.687
C 6.9310 -1.8137 -0.9226 0.563
O 8.0026 -1.5147 -1.4078 -0.681
C 6.8356 -2.2791 0.4930 0.208
C 7.9998 -2.4049 1.2406 -0.573
C 7.9331 -2.8242 2.5575 -0.445
C 6.7023 -3.1147 3.1367 -0.483
C 5.5397 -2.9937 2.3960 -0.556
C 5.6021 -2.5812 1.0714 0.073
C 4.3351 -2.4801 0.2859 0.547
O 3.2656 -2.7256 0.7989 -0.690
H 4.6244 -0.9664 -4.8335 0.389
H 2.4461 -1.5911 -3.8280 0.514
H 2.3305 -2.2815 -1.4732 0.710
H 6.6892 -1.0697 -3.4664 0.472
H 8.9488 -2.1720 0.7786 0.465
H 8.8411 -2.9251 3.1372 0.395
H 6.6520 -3.4380 4.1679 0.394
H 4.5760 -3.2185 2.8310 0.495
C -2.6046 8.5662 -1.5237 -0.481
C -2.3186 8.5714 -2.8850 -0.438
C -2.0824 7.3809 -3.5495 -0.583
C -2.1241 6.1786 -2.8549 0.181
C -2.3976 6.1747 -1.4875 0.160
C -2.6436 7.3715 -0.8267 -0.535
C -2.4179 4.8994 -0.7077 0.488
O -2.6660 4.9086 0.4797 -0.679
C -2.1196 3.6376 -1.4362 0.456
C -2.0848 2.4395 -0.7323 -1.367
C -1.8248 1.2521 -1.3939 0.101
C -1.5968 1.2483 -2.7662 -0.392
C -1.6238 2.4411 -3.4691 -0.974
C -1.8803 3.6381 -2.8133 0.349
C -1.8812 4.9038 -3.5959 0.537
O -1.6890 4.9142 -4.7938 -0.672
H -2.7953 9.4976 -1.0071 0.390
H -2.2816 9.5073 -3.4268 0.392
H -1.8645 7.3680 -4.6081 0.468
H -2.8616 7.3510 0.2318 0.477
H -2.2638 2.4471 0.3326 0.784
H -1.8020 0.3234 -0.8446 0.330
H -1.4067 0.3162 -3.2780 0.504
H -1.4448 2.4556 -4.5350 0.448
```

Computed properties:
Energy, hartree: -2340.00684
Total charge: -1
Largest force on an atom, Eh/bohr: 0.0100